1.
The following is a quantum chemistry calculation of a cluster of 3 separate species, C28H56N4O10P3S2 in total, from OMol25.

The geometry in ORCA input format:
```
! wB97M-V def2-TZVPD RIJCOSX def2/J DEFGRID3
* xyz 1 1
C -2.713 4.957 -1.759
C -2.377 4.105 -0.951
C -2.100 2.773 -0.158
C -1.034 1.834 -0.911
C 0.389 1.878 -0.194
C 1.161 0.482 -0.201
C 1.440 0.165 -1.736
P 2.558 1.396 -2.619
O 3.086 0.690 -3.849
O 1.773 2.769 -3.153
O 3.873 1.898 -1.717
C 0.280 -0.778 0.322
N 0.692 -0.767 1.747
C 0.743 -2.022 2.529
C 0.961 -3.346 1.692
C 0.995 -4.676 2.548
C -0.413 -5.052 3.227
C 2.188 -4.739 3.610
C 1.591 0.297 2.028
N 1.768 1.055 3.087
P 0.700 0.677 4.510
C 0.606 2.289 5.511
C 1.569 -0.639 5.564
P 2.885 2.431 3.289
N 4.090 2.547 2.054
O 3.783 2.050 4.696
N 2.326 0.463 0.738
C 3.224 -0.733 0.646
C 4.761 -0.394 0.342
C 5.790 -1.217 1.222
C 5.591 -1.103 2.776
O 5.131 -2.079 3.360
O 5.901 0.000 3.566
H -3.006 5.868 -2.334
H -1.769 3.089 0.875
H -3.095 2.239 -0.018
H -1.009 2.223 -1.983
H -1.507 0.811 -0.963
H 0.986 2.713 -0.693
H 0.192 2.268 0.863
H 1.926 -0.852 -1.912
H 0.481 0.133 -2.352
H 0.858 2.838 -2.811
H 4.610 1.328 -2.025
H 0.624 -1.589 -0.379
H -0.837 -0.647 0.383
H -0.159 -2.175 3.197
H 1.637 -1.937 3.236
H 1.892 -3.290 1.032
H 0.096 -3.452 0.951
H 1.198 -5.522 1.809
H -0.959 -5.774 2.535
H -0.152 -5.672 4.144
H -1.030 -4.144 3.478
H 2.475 -5.839 3.695
H 1.850 -4.410 4.634
H 3.103 -4.204 3.220
H -0.352 2.338 6.116
H 1.522 2.399 6.181
H 0.595 3.209 4.843
H 1.882 -0.246 6.576
H 2.427 -1.140 5.006
H 0.769 -1.427 5.764
H 3.712 2.625 1.104
H 4.731 1.755 2.169
H 4.427 2.789 4.812
H 2.890 -1.488 -0.141
H 3.209 -1.292 1.628
H 4.935 -0.731 -0.737
H 4.968 0.726 0.314
H 5.778 -2.299 0.904
H 6.841 -0.829 0.995
H 6.457 0.653 3.094
C -8.126 3.914 -3.274
C -7.334 5.098 -3.834
C -5.978 5.121 -3.123
S -5.628 3.427 -2.657
O -5.625 3.336 -1.216
O -4.538 2.927 -3.462
C -7.159 2.737 -3.264
H -9.012 3.700 -3.874
H -8.454 4.138 -2.254
H -7.183 4.960 -4.909
H -7.866 6.041 -3.697
H -5.187 5.487 -3.776
H -6.015 5.721 -2.212
H -7.480 1.921 -2.618
H -6.979 2.367 -4.276
C -2.194 -3.807 -4.965
C -0.972 -2.912 -5.189
C -0.747 -2.113 -3.903
S -1.397 -3.118 -2.570
O -2.533 -2.439 -1.993
O -0.300 -3.605 -1.759
C -1.993 -4.449 -3.598
H -2.294 -4.558 -5.749
H -3.102 -3.197 -4.963
H -0.096 -3.536 -5.392
H -1.107 -2.250 -6.045
H 0.312 -1.921 -3.728
H -1.299 -1.171 -3.916
H -2.910 -4.861 -3.177
H -1.217 -5.216 -3.633
*
```

---

2.
The following is a quantum chemistry calculation of the molecule C19H17N3O3S, from OMol25.

The geometry in ORCA input format:
```
! wB97M-V def2-TZVPD RIJCOSX def2/J DEFGRID3
* xyz 0 1
N -2.852 -1.094 -3.463
C -2.971 -1.072 -2.320
C -3.119 -1.021 -0.928
C -2.338 -1.740 -0.096
S -1.102 -2.885 -0.676
C 0.107 -1.715 -1.402
C 0.789 -1.016 -0.241
O 0.216 -0.173 0.421
N 2.026 -1.462 0.037
C 2.839 -0.903 1.102
C 4.025 -0.162 0.542
C 3.819 0.971 -0.238
C 4.894 1.649 -0.782
C 6.185 1.203 -0.551
C 6.397 0.077 0.225
C 5.320 -0.606 0.766
N -2.490 -1.681 1.265
C -3.543 -1.073 1.907
O -3.564 -0.971 3.107
C -4.662 -0.648 0.983
C -4.160 -0.085 -0.354
C -3.605 1.300 -0.208
C -2.375 1.766 0.150
C -2.475 3.180 0.131
C -3.752 3.463 -0.234
O -4.447 2.333 -0.445
H -0.436 -1.012 -2.030
H 0.784 -2.318 -2.003
H 2.469 -2.134 -0.570
H 3.166 -1.709 1.765
H 2.188 -0.221 1.657
H 2.811 1.318 -0.411
H 4.726 2.529 -1.385
H 7.025 1.734 -0.973
H 7.401 -0.274 0.409
H 5.488 -1.485 1.371
H -1.745 -2.048 1.844
H -5.284 0.083 1.500
H -5.269 -1.540 0.797
H -5.008 -0.019 -1.046
H -1.506 1.190 0.392
H -1.698 3.879 0.361
H -4.272 4.390 -0.376
*
```

As for the SMILES: N#CC1=C(SCC(=O)NCc2ccccc2)NC(=O)C[C@H]1c1ccco1. The calculation puts the energy relative to the best compared isomer or geometry (same formula, charge and spin) at 0.627 eV.

---

Here are the calculated orbital gap numbers, same order: 8.65; 8.53 (eV).
Here are the calculated DFT total energy numbers, same order: -105908.115; -41427.105 (eV).
Here are the calculated E_LUMO numbers, same order: -2.92; 0.04 (eV).